1.
Entry from OMol25: a structure of composition C14H11F6IrN3O4S2 at a distorted geometry (wB97M-V/def2-TZVPD).

Last column: Mulliken charge in e.
Geometry (Å):
Ir: -1.065 0.684 -0.079  0.959
F: -0.585 1.808 4.824  -0.188
C: -0.383 0.750 4.079  0.733
F: -0.023 -0.277 4.816  -0.184
F: 0.569 1.011 3.185  -0.187
S: -1.927 0.299 3.071  1.055
O: -1.700 1.054 1.820  -0.666
O: -3.097 0.609 3.772  -0.525
N: -1.739 -1.229 2.723  -0.610
S: -0.604 -1.784 1.800  1.288
O: -0.812 -1.287 0.414  -0.604
O: 0.734 -1.611 2.230  -0.606
C: -1.028 -3.613 1.657  0.550
F: -0.096 -4.163 0.882  -0.178
F: -2.194 -3.719 1.059  -0.180
F: -1.041 -4.195 2.825  -0.147
C: 0.155 -0.617 -2.526  -1.451
N: -0.350 0.592 -1.928  -0.043
C: -0.493 1.734 -2.718  -0.091
C: -1.111 2.771 -2.049  0.123
C: -1.508 4.114 -2.322  -0.883
C: -2.145 4.584 -1.143  -0.459
C: -2.125 3.562 -0.204  -0.202
N: -1.492 2.451 -0.730  0.143
C: 1.421 -1.075 -1.842  0.466
C: 1.468 -2.242 -1.084  -0.050
C: 2.631 -2.607 -0.406  -0.257
C: 3.821 -1.914 -0.581  -0.682
C: 3.781 -0.762 -1.352  -0.453
C: 2.618 -0.376 -2.014  -0.082
H: 0.341 -0.442 -3.592  0.628
H: -0.602 -1.408 -2.436  0.328
H: -0.206 1.750 -3.753  0.519
H: -1.349 4.657 -3.234  0.480
H: -2.582 5.557 -1.002  0.479
H: -2.529 3.557 0.790  0.525
H: 0.615 -2.905 -1.071  0.603
H: 2.589 -3.405 0.324  0.470
H: 4.725 -2.218 -0.078  0.432
H: 4.658 -0.131 -1.399  0.461
H: 2.658 0.438 -2.726  0.487

Force components x, y, z for each atom (eV/Å):
-0.6 1.0 -0.4
-0.3 0.0 -0.1
0.1 0.1 -0.1
-0.2 0.0 0.0
0.1 0.1 0.0
1.3 -1.5 0.6
-0.1 1.3 -1.2
-0.5 0.0 0.3
0.2 -0.4 0.1
-1.1 0.3 1.6
0.1 -0.1 -1.4
0.8 -0.4 0.1
-0.4 0.1 -0.1
0.3 0.1 0.0
-0.1 0.1 0.0
0.1 0.3 0.0
0.0 -0.6 -0.3
0.0 0.5 -0.3
0.5 -1.5 0.0
-0.9 0.9 1.3
-0.5 0.3 1.1
0.7 -0.1 -1.7
-0.1 -0.2 0.5
0.3 -0.3 0.0
0.1 -0.2 0.1
-1.3 1.0 -1.4
1.6 -0.4 1.0
0.0 0.4 -0.3
1.7 -0.9 1.2
-1.8 0.1 -0.7
-0.1 -0.1 0.1
0.1 0.1 -0.1
0.1 -0.1 -0.2
0.0 0.0 -0.1
0.0 0.1 0.0
-0.1 0.0 0.2
-0.1 0.0 0.1
0.0 -0.1 0.0
0.0 0.0 0.1
0.1 0.0 -0.1
0.0 0.1 0.0

Output
Total charge: +2
Kohn-Sham gap (alpha / beta), hartree: 0.2386 / 0.2030
LUMO (alpha / beta), eV: -6.79 / -11.04
Energy above the lowest of the compared OMol25 structures with the same formula, charge and spin, kJ/mol: 69.20
2S+1: 6


2.
Entry from OMol25: a structure of composition C10H58AgN20O19 at a distorted geometry (wB97M-V/def2-TZVPD).

Last column: Mulliken charge in e.
Geometry (Å):
Ag: -9.544 5.897 8.861  0.064
O: -6.629 9.147 8.407  -0.508
H: -5.815 8.704 8.648  0.234
H: -6.382 10.067 8.311  0.260
O: -7.774 6.282 13.045  -0.683
H: -8.167 7.087 12.710  0.248
H: -7.970 6.291 13.982  0.281
O: -8.919 6.266 6.657  0.074
H: -8.470 5.797 5.953  0.016
H: -9.424 6.945 6.209  0.115
O: -12.898 4.551 6.595  -0.546
H: -13.768 4.718 6.232  0.266
H: -12.317 4.545 5.834  0.194
O: -10.573 6.309 4.244  -0.575
H: -11.057 5.654 3.741  0.283
H: -9.740 6.400 3.781  0.276
O: -11.412 4.756 9.488  2.717
H: -11.113 3.878 9.252  -0.041
H: -12.254 4.615 9.921  -0.845
O: -9.402 5.319 11.327  0.857
H: -8.595 5.508 11.805  -0.236
H: -10.098 5.446 11.971  -0.297
O: -9.723 10.456 9.970  -0.457
H: -9.331 10.804 10.770  0.043
H: -9.977 11.232 9.470  0.288
O: -8.707 7.827 9.528  0.394
H: -9.076 8.440 10.164  -0.180
H: -8.018 8.324 9.087  0.070
C: -9.309 2.962 7.231  -0.106
O: -9.377 3.835 8.047  0.203
N: -8.693 3.064 6.095  -0.121
N: -9.695 1.734 7.451  -0.166
H: -8.623 2.126 5.727  0.180
H: -8.073 3.825 5.855  -0.157
H: -10.417 1.571 8.139  0.301
H: -9.378 0.896 6.986  0.223
C: -11.499 7.678 11.968  0.063
O: -10.331 8.002 11.914  -0.254
N: -12.077 7.172 13.039  -0.398
N: -12.397 7.828 11.050  0.002
H: -12.914 6.638 12.853  0.038
H: -11.657 7.119 13.956  0.259
H: -12.173 8.198 10.137  0.307
H: -13.352 7.862 11.379  0.158
C: -12.412 1.409 10.254  0.372
O: -11.645 1.929 9.554  -0.450
N: -13.274 2.025 11.038  -0.368
N: -12.558 0.143 10.409  -0.410
H: -13.975 1.601 11.627  0.200
H: -13.241 3.035 11.019  0.049
H: -12.081 -0.496 9.789  0.262
H: -13.403 -0.198 10.845  0.171
C: -14.708 5.344 10.101  0.506
O: -13.893 4.874 10.885  -0.693
N: -14.723 5.208 8.783  -0.352
N: -15.481 6.322 10.361  -0.388
H: -13.963 4.680 8.379  0.123
H: -15.419 5.724 8.265  0.220
H: -16.056 6.834 9.708  0.129
H: -15.490 6.691 11.301  0.268
C: -10.277 4.004 14.855  0.764
O: -10.174 5.201 14.960  -0.658
N: -9.792 3.289 13.901  -0.165
N: -10.910 3.246 15.729  -0.491
H: -9.903 2.301 14.081  0.142
H: -9.477 3.792 13.085  -0.057
H: -11.209 2.317 15.470  0.157
H: -11.158 3.758 16.564  0.245
C: -6.316 5.327 10.028  0.394
O: -7.162 5.587 9.221  -0.603
N: -6.443 4.377 10.900  -0.120
N: -5.233 5.918 10.221  -0.376
H: -7.311 3.866 10.976  -0.117
H: -5.690 3.887 11.360  0.188
H: -4.438 5.371 10.521  0.152
H: -5.157 6.865 9.878  0.159
C: -12.085 8.052 7.979  -0.623
O: -11.175 7.266 7.997  0.290
N: -12.051 9.343 8.062  -0.304
N: -13.320 7.640 7.932  -0.199
H: -11.158 9.810 7.999  0.255
H: -12.910 9.874 8.098  0.128
H: -13.517 6.727 7.548  0.197
H: -13.981 8.370 7.706  0.182
C: -7.930 0.757 10.460  0.634
O: -8.258 1.765 11.136  -0.639
N: -8.739 -0.216 10.177  -0.325
N: -6.889 0.674 9.721  -0.490
H: -9.641 -0.412 10.587  0.194
H: -8.322 -0.875 9.535  0.135
H: -6.508 -0.245 9.543  0.234
H: -6.272 1.406 10.043  0.224
C: -6.135 4.366 4.924  0.748
O: -7.110 5.040 4.663  -0.751
N: -5.137 4.647 5.755  -0.405
N: -5.967 3.220 4.387  -0.353
H: -5.009 5.384 6.434  0.165
H: -4.329 4.041 5.758  0.119
H: -6.529 3.032 3.570  0.277
H: -5.027 2.887 4.551  0.169
C: -8.379 11.056 12.898  0.738
O: -9.441 11.447 12.449  -0.775
N: -7.677 11.825 13.567  -0.385
N: -7.917 9.894 12.733  -0.297
H: -8.171 12.682 13.770  0.292
H: -6.884 11.519 14.113  0.164
H: -8.543 9.230 12.300  0.117
H: -7.047 9.675 13.199  0.187

Force components x, y, z for each atom (eV/Å):
1.5 0.2 0.3
0.0 -0.2 0.0
0.2 -0.1 -0.1
-0.1 0.4 0.0
0.9 0.2 0.0
-0.4 0.4 0.0
-0.3 -0.2 0.4
0.1 0.5 0.3
0.5 -0.3 -0.3
-0.4 0.2 0.0
-0.2 0.1 0.3
-0.3 -0.2 -0.4
0.4 0.1 -0.1
-0.2 0.1 0.3
-0.1 -0.1 -0.2
0.3 0.0 -0.3
-0.3 0.1 -0.2
0.1 -0.7 0.0
-0.5 0.4 0.5
-0.4 -0.9 -1.2
0.5 0.2 0.5
-0.4 0.3 0.1
-0.1 -0.7 -1.3
-0.3 0.6 1.1
0.0 0.3 0.0
-0.4 -0.9 0.4
-1.0 0.1 0.3
0.6 0.2 -0.8
1.2 -0.7 -0.2
-1.2 2.8 3.0
1.2 -0.2 -2.8
-2.2 -3.4 1.6
0.7 0.8 -1.1
-0.2 -0.3 -0.1
0.1 0.1 0.5
0.0 0.6 -0.2
1.4 0.6 1.7
2.0 0.5 -0.4
-1.1 -1.6 2.7
-2.4 0.8 -3.7
0.2 -0.1 0.6
0.3 -0.2 -0.3
0.0 0.0 0.6
0.3 0.1 -0.6
-3.3 -0.2 2.9
4.4 2.9 -4.0
-1.5 3.2 1.5
0.1 -6.2 -0.2
0.4 0.0 -0.3
-0.4 0.0 0.2
-0.2 0.1 0.1
0.4 -0.2 -0.2
2.5 0.0 -1.5
0.3 -1.0 0.6
0.7 -2.5 -2.1
-3.9 4.6 3.9
-0.3 -0.1 -0.5
0.5 -0.6 -0.2
0.2 -0.4 0.2
-0.3 -0.2 -0.1
-0.5 0.7 0.8
0.3 2.5 0.1
1.4 -1.4 -2.7
-1.4 -0.5 2.5
0.7 0.1 -1.4
0.3 -1.0 -0.3
-0.2 0.4 0.8
-0.5 -0.8 0.1
-3.3 -2.6 0.3
-2.2 1.5 -2.3
-1.8 -4.9 2.6
6.8 4.8 -0.5
-0.1 -0.3 -0.5
0.0 0.7 0.2
0.0 0.8 0.2
0.7 -0.5 -0.1
0.1 -1.1 -0.4
2.2 -0.6 -0.4
1.6 3.9 0.2
-4.3 -1.3 -0.6
-0.2 0.1 0.3
0.6 0.2 -0.1
0.4 0.1 0.3
-0.3 -0.6 -0.1
-4.6 4.0 2.7
1.0 -1.3 -0.3
-2.5 -3.6 -0.4
5.4 1.1 -1.6
0.4 0.3 0.1
-1.0 -0.4 0.2
0.4 0.3 0.0
0.8 -0.3 -0.6
-0.3 2.7 1.0
-1.7 1.6 0.4
2.4 0.9 2.1
0.9 -4.1 -2.0
-0.9 0.2 -0.5
-0.2 0.1 0.0
0.5 -0.3 0.0
-0.5 -1.1 -1.0
-4.3 0.3 -1.9
-2.1 0.3 -1.4
4.3 5.7 4.6
2.0 -5.8 -1.2
0.7 0.2 0.3
-0.2 0.4 0.0
0.2 -0.4 0.3
-0.4 -0.7 -0.4

Output
Total charge: +2
Kohn-Sham gap (alpha / beta), hartree: 0.3512 / 0.2370
LUMO (alpha / beta), eV: -3.73 / -6.84
2S+1: 2


3.
Entry from OMol25: a structure of composition C21H19N3O6S at a distorted geometry (wB97M-V/def2-TZVPD).

Last column: natural (NBO) charge in e.
Geometry (Å):
O: 5.015 0.763 -0.415  -0.533
C: 4.034 0.465 0.000  0.611
C: 3.071 1.578 0.401  -0.253
C: 1.893 1.153 1.247  -0.191
C: 0.946 1.967 1.484  -0.268
C: 0.995 3.353 1.194  -0.229
C: 2.020 3.647 0.497  -0.187
C: 3.050 2.841 -0.139  0.343
O: 4.046 3.231 -0.870  -0.657
H: 4.758 2.399 -0.881  0.522
H: 2.181 4.978 -0.022  0.170
H: 0.221 4.291 1.309  0.255
H: 0.132 1.696 2.185  0.243
H: 1.761 0.278 1.715  0.220
C: 3.483 -0.954 0.037  -0.230
C: 2.216 -1.561 0.013  -0.091
N: 2.458 -3.026 0.203  -0.204
N: 3.630 -3.196 0.659  -0.180
C: 4.425 -1.911 0.525  -0.037
H: 5.314 -1.924 1.023  0.224
C: 1.435 -3.898 -0.108  0.674
O: 1.689 -4.952 0.123  -0.441
C: 0.068 -3.319 -0.127  -0.144
C: -0.531 -2.344 0.744  -0.084
C: -1.783 -1.855 0.123  -0.419
C: -2.503 -2.657 -0.558  -0.116
C: -2.051 -3.928 -1.270  -0.139
C: -0.703 -3.954 -1.118  -0.181
H: -0.397 -4.975 -1.531  0.235
H: -2.646 -4.318 -1.900  0.207
H: -3.596 -2.246 -0.718  0.239
S: -2.470 -0.648 1.141  2.251
O: -1.375 -0.060 2.138  -0.947
O: -3.719 -1.093 1.829  -0.898
N: -2.784 0.364 -0.011  -0.727
C: -1.497 1.105 -0.617  -0.289
H: -0.945 0.040 -1.164  0.234
C: -1.925 1.799 -1.583  -0.155
H: -1.051 2.268 -2.281  0.257
O: -2.862 2.976 -1.363  -0.500
C: -3.843 2.305 -0.678  -0.056
H: -4.633 3.341 -0.321  0.188
C: -3.691 1.501 0.425  -0.316
H: -4.541 0.982 0.873  0.273
H: -3.177 2.228 1.063  0.211
H: -4.348 1.710 -1.560  0.164
H: -2.361 1.050 -2.553  0.199
H: -0.793 1.334 0.089  0.266
H: 0.121 -1.782 1.227  0.231
H: 1.265 -1.043 -0.482  0.252

Force components x, y, z for each atom (eV/Å):
12.0 2.3 -4.9
-13.2 -1.0 3.9
-2.9 -3.6 1.7
5.3 1.0 -3.7
-5.9 3.8 3.8
-4.2 1.2 0.9
5.7 7.6 -7.1
-1.1 -1.8 3.9
3.1 -0.9 -1.5
-2.2 2.6 0.0
-0.6 -4.1 1.8
1.7 -3.1 0.4
0.4 -0.3 -0.7
0.4 -3.5 1.1
1.3 -1.0 2.0
0.2 0.0 -2.8
-0.7 9.8 -1.1
5.2 1.7 0.0
-7.6 -4.9 -0.9
2.4 0.3 0.8
-1.4 7.6 2.5
1.1 -11.6 0.3
-2.0 1.0 0.0
-1.1 -3.1 -7.5
5.3 -0.1 6.6
-6.5 -3.7 -5.6
3.5 9.1 6.7
-0.5 -5.1 -0.6
1.0 1.8 0.1
-3.9 -3.4 -4.3
2.0 -1.2 0.1
1.2 1.1 7.0
-3.7 -2.4 -3.9
2.4 0.9 -2.0
0.4 4.0 -0.8
2.1 -12.8 5.8
-1.2 3.2 1.4
-2.2 8.1 -15.6
-1.7 -0.8 2.1
3.8 -2.9 1.1
-8.4 5.2 -5.7
1.9 -3.4 -1.0
2.6 -2.4 3.2
-0.3 0.9 -0.2
0.2 -0.9 1.3
0.0 0.8 1.7
0.3 2.2 3.0
1.1 1.3 2.1
2.1 2.5 3.1
2.3 -1.7 1.3

Output
Total charge: 0
Kohn-Sham gap, hartree: 0.2978
LUMO, eV: -0.94
Energy above the lowest of the compared OMol25 structures with the same formula, charge and spin, kJ/mol: 1646.92